C17H23AsCl2NOPdS | ωB97M-V/def2-TZVPD

Element x y z (Å)
Pd -0.0775 0.1575 -0.6583
Cl -0.1485 3.8345 3.2909
C 1.2629 3.2045 2.4928
C 2.5097 3.6724 2.8706
C 3.6412 3.2032 2.2363
Cl 5.2017 3.7810 2.7699
C 3.5632 2.2845 1.1797
C 4.6658 1.7854 0.4526
C 4.4583 0.9230 -0.5989
C 3.1533 0.5564 -0.9242
N 2.1112 0.9926 -0.2446
C 2.2736 1.8304 0.7897
C 1.0560 2.2453 1.4738
O -0.0804 1.7875 1.1625
H 2.5860 4.4070 3.6601
H 5.6652 2.0946 0.7207
H 5.2909 0.5442 -1.1752
H 2.9344 -0.1035 -1.7601
C -3.4149 1.4243 -3.2589
As -2.0950 0.5326 -2.0328
C -2.5074 -1.3046 -2.6693
C -3.0527 1.0309 -0.3469
S -0.3173 1.4151 -2.8040
H -4.4301 1.0572 -3.1062
H -3.1190 1.2498 -4.2956
H -3.3867 2.5000 -3.0795
H -3.5144 -1.5809 -2.3577
H -1.7615 -1.9906 -2.2692
H -2.4536 -1.3006 -3.7584
H -3.9800 0.4640 -0.2431
H -3.2717 2.1005 -0.3894
H -2.3730 0.8397 0.4921
C 0.1792 -2.9916 1.9583
C -0.5989 -2.7050 0.6556
C -0.8924 -4.0382 -0.0702
C -1.9326 -2.0472 1.0360
C 0.1972 -1.7950 -0.2230
H -0.4426 -3.5482 2.6588
H 0.4669 -2.0483 2.4153
H 1.0864 -3.5562 1.7619
H -1.3723 -4.7500 0.6032
H 0.0258 -4.4852 -0.4468
H -1.5612 -3.8704 -0.9146
H -2.5786 -2.7456 1.5692
H -2.4522 -1.7077 0.1349
H -1.7301 -1.1901 1.6803
H 1.2157 -2.1592 -0.4387

Atomic forces in eV per Å
0.602 0.013 -0.190
-0.056 0.042 0.120
-0.280 -0.119 -0.193
0.450 -0.239 -0.320
-0.107 0.391 0.488
0.186 0.088 0.048
-0.160 -0.116 -0.190
-0.114 -0.208 -0.256
0.340 0.361 0.336
-0.634 0.067 0.115
0.448 -0.478 -0.203
0.296 0.017 0.022
-0.573 0.002 0.146
0.186 0.078 0.080
0.050 -0.019 0.023
0.046 0.032 0.040
0.030 -0.032 -0.016
0.043 0.028 0.073
0.134 -0.053 0.156
-1.713 -0.243 -0.612
0.247 0.328 0.323
0.518 -0.084 -0.037
0.432 -0.016 0.058
-0.079 -0.054 0.084
0.090 -0.086 0.130
0.037 -0.046 0.081
-0.011 -0.012 0.060
-0.082 0.072 0.052
0.013 0.160 0.047
0.080 -0.045 -0.119
0.069 -0.114 -0.100
-0.304 0.097 -0.164
-0.183 0.143 -0.309
-0.284 -0.197 0.059
0.023 0.252 0.163
0.238 -0.069 -0.117
0.295 0.335 -0.237
-0.048 -0.141 0.146
0.019 0.113 0.118
0.143 -0.135 -0.072
-0.071 -0.113 0.098
0.115 -0.039 -0.030
-0.011 0.002 -0.071
-0.084 -0.079 0.104
0.011 -0.006 0.134
-0.136 0.102 -0.047
-0.211 0.022 -0.021

The expectation value of S² is 2.01. As for the total energy: -121737.766 eV. For the orbital gap (alpha / beta), the calculation gives 6.10 / 6.66 eV. As for the total charge: -1. As for the relative energy (zero: lowest compared OMol25 entry of this formula, charge and spin): 23.52 kcal per mole. Its spin multiplicity is 3. For the highest occupied orbital energy (alpha / beta), the calculation gives -0.1203 / -0.1471 Ha.

=====

C17H23AuO3 | ωB97M-V/def2-TZVPD

Element x y z (Å)
Au 0.0331 0.0823 1.4505
C 2.0271 0.7913 2.2042
C 2.1997 -0.1171 1.1265
C 2.4076 0.6077 -0.0948
H 2.4129 -1.2405 1.2207
C 2.2885 2.0376 0.2671
C 2.0520 2.1014 1.6744
H 1.9843 3.0478 2.2260
H 2.1025 0.5084 3.2945
H 2.6676 0.2569 -1.0360
H 2.4417 2.8218 -0.4163
C -2.0816 0.6354 1.9565
C -1.8529 2.0317 2.2294
C -1.6596 2.7210 1.0474
H -1.9050 2.4662 3.2610
C -1.7693 1.8588 -0.0257
C -2.0013 0.5083 0.4452
H -2.2930 -0.3353 -0.1054
H -2.4634 -0.1472 2.5783
H -1.5228 3.8256 0.9515
H -1.7584 2.1081 -1.1088
O 0.0986 -0.6895 -0.7017
C -0.2229 -0.1903 -3.1694
C 0.4003 -1.6074 -3.0329
C 0.6508 1.0340 -3.3642
C -1.7446 -0.1147 -3.3632
C 0.4217 -1.7595 -1.4592
H 1.4234 -1.6679 -3.4200
H -0.2056 -2.4017 -3.4825
H -0.2230 -2.6509 -1.1260
H 1.4839 -2.1119 -1.1205
H 0.6479 1.3960 -4.3416
H 1.6796 0.8134 -2.9929
H 0.2767 1.8107 -2.6435
H -2.0128 -0.0746 -4.3832
H -2.1196 0.7580 -2.8078
H -2.1955 -0.9968 -2.8584
C -0.0892 -2.3832 3.6256
C -0.4426 -2.8622 2.2578
O -0.6420 -4.0887 2.0374
O -0.5453 -1.9945 1.2882
H -0.3365 -3.1394 4.3758
H -0.6021 -1.4487 3.8602
H 0.9892 -2.2003 3.6759

Atomic forces in eV per Å
0.373 -0.052 0.410
0.476 0.189 1.907
1.195 -2.362 -0.726
-0.190 3.941 2.920
-0.395 1.844 -0.060
0.618 -4.143 0.615
0.309 0.811 -0.770
-0.201 -0.581 -0.088
-0.203 0.445 -1.402
0.079 -0.817 -1.388
-0.136 0.989 -0.612
0.441 0.940 -2.678
-0.893 -0.223 2.027
-0.387 1.917 0.253
0.258 -0.368 -1.082
-0.667 -2.361 -1.654
-0.830 3.603 2.466
0.149 -0.925 -0.587
-0.083 -0.115 0.436
0.096 -1.063 0.199
0.292 -0.085 1.008
-0.210 0.510 -3.089
-0.048 -1.096 -1.615
-0.609 2.051 1.133
-0.422 -1.166 3.533
1.654 -0.244 2.620
0.984 -1.913 2.518
-0.100 0.157 -0.126
-0.047 0.159 -0.082
0.446 0.530 -0.692
-0.682 -0.017 -0.783
0.120 0.816 -1.921
-0.623 0.132 -0.551
0.251 -0.302 -0.691
-0.593 0.083 -1.441
-0.098 -0.052 -0.357
0.164 0.411 -0.487
0.221 0.118 0.879
-0.921 -0.895 -2.991
0.330 1.107 0.936
-0.160 -2.108 2.221
0.010 0.005 -0.125
0.097 0.023 -0.053
-0.066 0.105 -0.030

The expectation value of S² is 2.02. As for the total energy: -27829.054 eV. For the orbital gap (alpha / beta), the calculation gives 5.74 / 5.30 eV. As for the total charge: -2. As for the relative energy (zero: lowest compared OMol25 entry of this formula, charge and spin): 42.15 kcal per mole. Its spin multiplicity is 3. For the highest occupied orbital energy (alpha / beta), the calculation gives -0.0020 / 0.0063 Ha.

=====

C17H23Br2F6N3OSTm | ωB97M-V/def2-TZVPD

Element x y z (Å)
Tm 0.3427 -0.3690 0.2137
Br -2.0095 -2.3397 -1.5689
C -0.2243 -1.7021 -2.0150
Br 1.9600 1.0444 -1.4501
H -0.3177 -1.2095 -2.9929
H 0.3506 -2.6165 -2.2135
S -0.0093 1.9681 1.7725
C 0.0027 0.8664 3.0660
C 0.3474 1.2897 4.3634
C 0.3282 0.3858 5.3923
C -0.0647 -0.9264 5.1217
C -0.4051 -1.2580 3.8254
N -0.3678 -0.4080 2.8049
H 0.6483 2.3178 4.4945
H 0.6133 0.6781 6.3964
H -0.0687 -1.6765 5.8967
H -0.7237 -2.2670 3.5865
C 4.0091 -2.0424 2.5275
C 2.8454 -1.9926 1.5145
O 2.1122 -0.8863 1.4910
C 3.4405 -2.2060 0.0905
F 4.2823 -1.2298 -0.2241
F 4.1128 -3.3572 -0.1182
F 2.4327 -2.1848 -0.8243
C 1.9113 -3.2138 1.7846
F 1.5520 -3.3022 3.0689
F 2.3990 -4.4288 1.4702
F 0.7615 -3.0828 1.0679
H 4.7296 -1.2714 2.2626
H 4.4775 -3.0262 2.5089
H 3.6268 -1.8393 3.5246
C -1.9508 -1.7417 0.3037
H -2.9361 -1.2919 0.4894
H -1.9582 -2.6840 0.8690
C -2.8902 1.6928 -0.5630
C -3.8729 2.6175 -1.3170
N -3.1685 3.3361 -2.3728
C -2.6497 2.3748 -3.3393
C -1.7588 1.3267 -2.6336
N -1.5801 1.6901 -1.2233
C -1.0302 3.0538 -1.1761
C -2.0368 4.0518 -1.7887
H -3.2686 0.6696 -0.5383
H -2.7443 2.0358 0.4640
H -4.3145 3.3496 -0.6357
H -4.6902 2.0514 -1.7750
H -2.0866 2.9371 -4.0866
H -3.5008 1.9038 -3.8372
H -0.7692 1.2672 -3.0925
H -2.2196 0.3382 -2.6793
H -0.0849 3.0483 -1.7202
H -0.8206 3.2998 -0.1343
H -1.5757 4.6499 -2.5794
H -2.4257 4.7347 -1.0302

Atomic forces in eV per Å
-0.377 0.100 0.491
-0.407 -0.259 -0.073
0.763 0.241 -0.066
0.061 0.154 -0.235
-0.173 0.107 0.304
-0.145 0.036 0.200
0.129 0.154 -0.841
-0.333 -0.201 0.390
0.100 -0.142 0.000
-0.039 -0.165 -0.046
0.032 -0.040 0.076
-0.045 -0.267 0.116
0.164 0.462 0.033
0.001 0.045 0.065
-0.006 0.011 -0.002
-0.108 -0.094 0.056
0.054 -0.005 -0.008
-0.393 0.148 -0.227
0.532 -1.118 -0.311
-0.674 0.592 -0.214
-0.151 0.032 -0.364
0.134 0.277 0.037
0.023 -0.130 0.156
0.288 -0.120 0.158
-0.188 -0.217 -0.134
-0.037 0.208 0.283
0.185 0.013 -0.091
-0.040 0.020 0.087
0.024 -0.026 0.003
0.126 0.015 0.033
-0.075 0.021 0.014
0.139 0.206 0.437
0.176 0.082 -0.176
0.160 0.090 -0.109
-0.076 -0.075 0.139
0.005 0.034 0.025
-0.246 0.250 -0.170
-0.077 0.020 -0.049
0.091 -0.089 -0.082
0.045 -0.197 0.009
0.191 0.046 0.105
-0.034 0.024 -0.008
0.061 -0.029 0.066
0.068 -0.144 -0.015
-0.035 0.002 -0.038
0.037 0.024 0.009
0.005 -0.034 -0.072
0.021 -0.023 -0.062
-0.023 -0.058 0.064
0.048 -0.014 0.040
-0.007 -0.046 0.091
0.013 0.003 -0.144
0.015 0.029 0.060
-0.006 0.048 -0.010

The expectation value of S² is 2.00. As for the total energy: -221279.059 eV. For the orbital gap (alpha / beta), the calculation gives 7.11 / 7.11 eV. As for the total charge: -1. As for the relative energy (zero: lowest compared OMol25 entry of this formula, charge and spin): 48.30 kcal per mole. Its spin multiplicity is 3. For the highest occupied orbital energy (alpha / beta), the calculation gives -0.1687 / -0.1688 Ha.

=====

C17H23Cl3CrF6N3O5S4 | ωB97M-V/def2-TZVPD

Element x y z (Å)
Cr -1.2066 0.0614 -1.5439
F -2.9914 -4.5702 -2.2026
C -3.9434 -3.7952 -2.7151
F -3.8548 -3.8186 -4.0398
F -5.1287 -4.2679 -2.3482
S -3.7664 -2.0522 -2.1428
O -2.3761 -1.7240 -2.4177
O -4.8005 -1.3463 -2.8213
N -4.0738 -2.1580 -0.5915
S -3.0328 -1.9030 0.5450
O -1.9808 -0.9453 0.2055
O -3.6960 -1.6883 1.7874
C -2.1170 -3.4864 0.8044
F -2.9835 -4.4840 0.9411
F -1.4048 -3.3857 1.9357
F -1.2870 -3.7587 -0.1882
Cl -3.2047 4.1277 -0.7340
C -3.0751 2.9995 -2.0705
Cl -3.3385 1.3036 -1.5487
H -2.0799 3.0354 -2.5056
H -3.8610 3.2002 -2.7907
C 0.3318 3.8298 1.1479
C -0.4950 2.8417 1.6686
C -0.9052 1.7796 0.8737
C -0.5055 1.6593 -0.4636
C 0.3115 2.6739 -0.9673
C 0.7262 3.7439 -0.1780
H 0.6389 4.6683 1.7606
H -0.8405 2.9076 2.6942
H -1.5458 1.0283 1.3180
H 0.6374 2.6395 -1.9957
H 1.3505 4.5156 -0.6118
C 3.4600 0.2935 1.7610
C 2.0574 0.4358 1.1226
N 1.0755 -0.2630 1.9394
C 1.3188 -1.6936 1.9333
C 2.7620 -1.9817 2.4156
N 3.3309 -0.6769 2.9023
C 2.4488 -0.0953 3.9686
C 1.0961 0.2474 3.2932
H 3.8422 1.2221 2.1840
H 4.1998 -0.1186 1.0760
H 2.0404 0.0033 0.1244
H 1.7719 1.4848 1.0458
H 1.1798 -2.0646 0.9210
H 0.5901 -2.1740 2.5830
H 3.4128 -2.3266 1.6131
H 2.8148 -2.6833 3.2472
H 4.2537 -0.8464 3.2976
H 2.9634 0.7759 4.3718
H 2.3610 -0.8507 4.7490
H 0.9403 1.3255 3.2587
H 0.2756 -0.1932 3.8591
C 3.0205 0.9226 -3.4579
O 1.6172 0.9187 -3.2280
C 0.7572 1.0488 -4.2357
S 1.1636 1.3119 -5.8059
S -0.9026 0.9327 -3.7385
H 3.3948 -0.0726 -3.2173
H 3.4524 1.6602 -2.7819
H 3.2516 1.1715 -4.4917
Cl 0.5483 -1.3456 -1.5147

Atomic forces in eV per Å
0.295 -0.344 -0.145
-0.013 0.028 0.030
0.034 -0.034 -0.031
0.026 0.004 0.004
-0.029 -0.005 0.006
0.006 -0.041 0.130
-0.119 0.328 -0.063
0.044 0.000 0.020
0.179 -0.073 -0.079
-0.192 0.229 0.022
-0.045 -0.001 -0.120
0.051 -0.026 0.008
-0.033 -0.011 0.004
-0.015 -0.023 0.002
0.020 0.000 0.044
0.007 0.036 -0.054
0.014 -0.033 0.006
0.089 0.037 -0.087
-0.497 0.061 0.043
-0.069 0.006 0.024
0.091 0.011 0.015
-0.035 0.010 0.052
-0.010 0.056 -0.035
-0.047 -0.017 -0.001
0.009 -0.103 0.075
-0.005 0.025 0.007
0.028 -0.023 -0.052
0.009 0.018 0.007
-0.029 0.027 0.025
-0.011 0.016 -0.030
0.019 -0.008 -0.054
0.017 0.022 0.002
0.032 0.018 -0.063
-0.025 -0.005 0.007
-0.007 -0.008 0.023
0.052 0.013 -0.004
0.009 -0.022 -0.030
0.108 -0.024 0.082
-0.021 0.012 0.050
-0.024 0.013 0.077
-0.005 0.012 -0.012
0.008 0.019 -0.006
-0.052 0.025 -0.050
0.060 -0.030 -0.002
-0.060 -0.040 -0.056
0.019 -0.020 0.006
0.001 -0.006 0.005
-0.006 -0.014 -0.013
-0.072 0.006 -0.044
-0.009 -0.002 0.008
-0.012 0.019 0.001
0.041 -0.030 0.006
-0.002 -0.007 0.010
0.110 -0.044 -0.034
-0.066 0.112 0.044
-0.008 -0.085 -0.030
-0.041 0.039 -0.055
-0.116 -0.057 0.140
0.006 -0.004 0.007
0.012 -0.004 0.011
-0.017 0.009 0.049
0.298 -0.068 0.099

The expectation value of S² is 3.84. As for the total energy: -158343.821 eV. For the orbital gap (alpha / beta), the calculation gives 6.62 / 6.61 eV. As for the relative energy (zero: lowest compared OMol25 entry of this formula, charge and spin): 0.00 kcal per mole. Its spin multiplicity is 4. For the highest occupied orbital energy (alpha / beta), the calculation gives -0.2795 / -0.2791 Ha.